No. 1
18
Properties=species:S:1:pos:R:3:forces:R:3:lowdin_charge:R:1 method="wB97M-V/def2-TZVPD" e_lumo_ha=-0.0058 homo_ev=-8.49 charge=0 total_energy_ha=-458.4039 orbital_gap_ev=8.3 relative_energy_kcal_mol=168.6
O 1.420365 1.371412 -1.741341 1.7 3.9 -4.2 -0.10
O -1.708685 0.135672 1.861169 -2.0 0.5 2.5 0.08
O 1.893395 0.027722 -0.164081 4.5 -2.9 3.4 0.01
O -0.327665 -0.281558 0.172189 -1.1 -0.2 -1.0 -0.02
O 0.345215 -2.338998 0.625899 1.1 -3.6 1.1 -0.06
O -0.677955 1.210542 -1.369971 -7.6 2.5 -1.9 0.09
H -0.816425 0.065972 0.918229 -0.1 1.0 0.4 -0.07
H -1.292215 0.255422 2.714659 0.0 0.2 0.6 0.11
H -1.302155 0.721732 -1.906311 -0.4 -0.1 -1.0 0.15
H -0.130015 -1.521708 0.476129 -0.2 0.1 -0.6 -0.14
H -1.825055 -0.811088 1.781639 -0.5 -0.6 0.2 0.10
H 1.889305 0.766992 -1.166011 0.9 0.2 -0.4 -0.16
H 0.985415 0.040822 0.138629 -0.4 -0.1 0.3 -0.05
H 0.481865 -2.367068 1.572879 0.3 -0.4 0.2 0.03
H -0.841815 2.128222 -1.587341 -0.2 0.7 0.0 0.16
H 2.090555 -0.900268 -0.291401 0.1 -0.4 0.2 0.08
H 0.510445 1.324832 -1.447891 3.6 -0.2 -0.7 -0.20
H -0.694575 0.171342 -0.587081 0.2 -0.6 1.0 -0.02

---

No. 2
18
Properties=species:S:1:pos:R:3:forces:R:3:lowdin_charge:R:1 method="wB97M-V/def2-TZVPD" e_lumo_ha=0.0078 homo_ev=-10.77 charge=0 total_energy_ha=-458.6146 orbital_gap_ev=11.0 relative_energy_kcal_mol=36.3
O 16.252000 7.441000 32.223000 -0.5 -0.7 0.4 -0.05
O 18.693000 8.737000 30.730000 0.7 -0.4 -0.3 -0.07
O 20.813000 7.387000 29.270000 0.8 -1.2 1.1 -0.04
O 18.033000 11.171000 30.004000 -1.5 -1.7 0.3 -0.02
O 22.242000 9.419000 27.899000 0.5 1.1 1.4 -0.04
O 18.412000 5.486000 30.538000 -2.4 1.5 -1.3 0.00
H 21.952000 8.950000 27.158000 -0.4 -0.9 -2.2 -0.01
H 21.821000 8.893000 28.578000 0.1 -0.1 0.7 -0.02
H 19.094000 4.953000 30.816000 2.4 -1.9 1.1 -0.01
H 17.115000 11.180000 30.346000 0.9 0.4 -0.4 0.09
H 15.599000 8.133000 32.327000 0.2 0.2 -0.1 0.02
H 19.518000 8.543000 30.246000 -0.3 -0.2 0.5 0.01
H 18.757000 6.374000 30.461000 -0.1 0.4 0.3 -0.01
H 17.042000 7.803000 31.828000 0.4 0.5 -0.3 -0.02
H 18.588000 9.681000 30.534000 -0.2 0.1 0.1 -0.02
H 21.001000 6.493000 29.643000 0.2 1.1 -0.2 0.09
H 18.349000 12.038000 29.891000 0.4 1.8 -0.1 0.04
H 20.054000 7.199000 28.743000 -1.0 0.0 -1.0 0.05

---

No. 3
18
Properties=species:S:1:pos:R:3:forces:R:3:lowdin_charge:R:1 method="wB97M-V/def2-TZVPD" e_lumo_ha=-0.0040 homo_ev=-10.41 charge=0 total_energy_ha=-458.6213 orbital_gap_ev=10.3 relative_energy_kcal_mol=32.1
O -3.389332 -0.610739 -1.207288 0.1 0.1 0.0 -0.06
O 0.038027 2.572934 -1.158932 -0.2 0.2 0.2 -0.04
O 1.657342 -0.953494 3.289827 0.2 0.1 0.0 -0.05
O -0.155115 -0.350107 0.099678 0.0 0.5 0.2 -0.05
O 1.069513 0.627665 -3.014674 -0.1 0.2 0.1 -0.07
O 0.387190 -2.837243 1.260823 0.0 0.2 -0.1 -0.07
H 0.750582 1.313854 -2.405386 0.2 -0.2 -0.2 -0.02
H -0.658641 3.092357 -1.580184 0.0 -0.1 0.0 0.07
H 2.414516 -1.465421 3.599645 -0.1 0.1 0.0 0.05
H 0.700534 0.862908 -3.872031 0.0 -0.1 0.1 0.03
H -2.485718 -0.861573 -0.979826 0.0 -0.1 0.0 0.02
H 0.911817 -2.493899 1.993002 -0.2 0.0 -0.1 -0.01
H 0.113154 -2.043368 0.769128 0.0 -0.6 0.1 -0.01
H 0.474734 -0.186816 0.815390 -0.1 0.1 -0.1 0.04
H -3.750873 -0.245439 -0.393380 0.0 -0.1 0.0 0.03
H -0.276485 0.509671 -0.328317 0.1 -0.1 -0.1 0.02
H 0.332718 3.112411 -0.415744 0.1 -0.1 -0.1 0.07
H 1.866037 -0.043702 3.528269 0.0 -0.1 0.0 0.05

---

No. 4
18
Properties=species:S:1:pos:R:3:forces:R:3:lowdin_charge:R:1 method="wB97M-V/def2-TZVPD" e_lumo_ha=0.0243 homo_ev=-10.85 charge=0 total_energy_ha=-458.6319 orbital_gap_ev=11.5 relative_energy_kcal_mol=25.5
O 0.495185 1.983370 2.015930 -0.1 0.3 0.0 -0.06
O -1.342754 -1.635820 -1.431462 -0.9 -0.7 -0.3 -0.07
O 0.726559 1.505167 -0.735366 0.6 0.1 0.3 -0.04
O 0.383854 -0.698298 2.760470 -0.7 0.1 -0.3 -0.07
O -0.686979 0.563709 -2.702456 -0.3 -0.3 -0.2 -0.06
O 0.457176 -1.677894 0.030052 2.2 1.6 1.7 -0.07
H 0.459214 1.271582 2.677111 0.1 -0.3 -0.3 0.03
H -0.557936 -0.893834 2.861486 0.1 0.0 0.5 0.05
H -0.383681 -1.319624 -0.262075 -0.4 -0.3 -0.3 -0.03
H 0.037369 0.749237 -2.073385 0.1 0.5 -0.2 0.01
H 1.343502 2.413728 2.131810 0.1 0.1 0.2 0.05
H 0.444514 -0.807037 1.792076 0.6 -0.3 -0.1 0.01
H 0.432039 1.803588 0.130791 -1.0 0.3 0.4 0.02
H 0.324527 -2.603874 0.072924 -0.2 -1.3 0.0 0.03
H -2.297356 -1.696626 -1.390540 -0.1 0.5 -0.4 0.07
H 1.553612 1.149842 -0.411559 0.7 -0.6 -0.5 0.06
H -0.362532 0.446872 -3.599952 0.3 0.1 0.2 0.07
H -1.017816 -0.837508 -1.903281 -0.9 0.1 -0.6 0.00

---

No. 5
18
Properties=species:S:1:pos:R:3:forces:R:3:lowdin_charge:R:1 method="wB97M-V/def2-TZVPD" e_lumo_ha="-0.1337 / -0.4290" homo_ev="-14.90 / -14.84" charge=+1 spin_multiplicity=2 total_energy_ha=-458.2010 orbital_gap_ev="11.3 / 3.2" relative_energy_kcal_mol=44.3
O 8.898299 -24.565631 14.143407 0.3 0.0 -0.6 -0.04
O 12.452034 -24.499498 12.576777 -0.4 0.3 -0.5 -0.03
O 9.263466 -24.667087 10.924530 0.5 0.4 -1.3 0.13
O 6.009451 -26.202506 11.610308 0.5 0.2 0.1 -0.05
O 11.438157 -21.386663 11.581993 -0.3 0.2 -0.2 0.06
O 9.701876 -23.274219 8.248137 -0.7 0.7 -0.2 0.31
H 10.590437 -23.389064 7.911249 1.1 0.1 -0.6 0.12
H 12.161212 -21.638014 12.156652 0.4 0.1 0.2 0.05
H 9.647057 -23.875895 8.990564 -0.5 -1.0 1.1 0.06
H 11.085546 -22.217263 11.262611 0.0 -0.2 -0.1 0.02
H 8.594202 -25.087270 11.464669 -0.8 -0.4 0.5 0.07
H 12.457429 -25.104180 13.318786 -0.1 -0.3 0.3 0.05
H 8.666052 -23.651140 14.304648 -0.1 0.3 0.2 0.04
H 12.826311 -23.689916 12.924219 0.3 0.1 0.2 0.03
H 5.081014 -26.000128 11.495006 -0.3 0.1 0.0 0.04
H 8.085514 -25.049232 14.290854 -0.3 -0.2 0.2 0.04
H 6.281273 -26.569782 10.769207 0.0 -0.3 -0.2 0.03
H 9.767773 -24.133804 11.538955 0.5 0.1 0.8 0.05

---

No. 6
18
Properties=species:S:1:pos:R:3:forces:R:3:lowdin_charge:R:1 method="wB97M-V/def2-TZVPD" e_lumo_ha=0.0180 homo_ev=-9.75 charge=0 total_energy_ha=-2396.2359 orbital_gap_ev=10.2 relative_energy_kcal_mol=4.5
S 3.475719 -4.235309 0.847929 0.1 0.3 0.9 0.46
S -3.199217 -3.726277 -4.422110 -0.6 0.4 0.2 0.46
S -1.073103 -1.272382 4.321524 0.1 -0.6 -1.0 0.46
S 3.448012 4.250569 -3.281537 -0.5 -0.5 -0.2 0.48
S -5.264941 -0.387169 1.302042 -0.7 0.7 -0.4 0.48
S 1.865541 6.010244 2.523882 -0.9 0.3 -0.3 0.47
H -2.942618 -4.976387 -4.772345 0.0 -0.4 -0.1 -0.25
H -3.990399 -0.342760 0.941035 0.4 -0.2 0.1 -0.24
H 3.437427 -5.471657 0.355582 -0.1 0.1 -0.5 -0.23
H -4.540533 -3.938394 -4.343335 0.6 0.0 0.0 -0.21
H 4.616977 4.380636 -2.683626 0.5 0.1 0.2 -0.24
H -2.064583 -1.390707 3.426881 -0.4 0.4 0.4 -0.25
H -0.411685 -2.011187 3.389880 0.3 0.2 0.7 -0.21
H 1.996955 6.685537 1.361700 0.1 -0.2 0.3 -0.22
H 3.336763 5.548466 -3.509843 0.0 0.4 -0.1 -0.24
H 3.327833 -3.513191 -0.263022 0.0 -0.4 -0.4 -0.23
H -5.166673 -1.377403 2.165584 0.3 -0.5 0.3 -0.25
H 3.148524 5.767370 2.639776 0.8 -0.1 0.0 -0.25

---

No. 7
22
Properties=species:S:1:pos:R:3:forces:R:3:lowdin_charge:R:1 method="wB97M-V/def2-TZVPD" e_lumo_ha=0.0188 homo_ev=-8.37 charge=0 total_energy_ha=-970.2969 orbital_gap_ev=8.9 relative_energy_kcal_mol=0.0
Si 1.312618 -0.586531 -0.424234 -3.1 -1.8 -2.2 0.33
Si -1.100666 0.732039 0.825441 0.1 -1.0 0.1 0.17
N 0.029746 -1.217027 -2.130798 1.7 1.3 2.4 -0.14
N -0.979194 2.213570 1.723879 0.3 -0.3 0.5 -0.06
N 2.294263 -1.986130 -0.266443 1.2 -0.2 1.1 -0.08
N 0.205308 -0.494591 0.920121 0.5 2.2 -1.1 -0.14
N -1.114978 1.153568 -0.848283 0.1 0.6 2.2 -0.05
N -2.359084 -0.156052 1.639283 1.7 0.7 -0.8 -0.03
N 2.223265 0.775095 -0.910645 0.4 -1.1 0.4 -0.05
H 2.471899 -2.329805 0.691746 -0.3 0.3 -0.7 0.04
H -1.570726 2.177598 2.566633 0.5 0.0 -0.6 0.03
H -0.449394 -2.035800 -1.779253 -0.3 -0.2 0.4 -0.06
H 3.214557 -1.947149 -0.708452 -0.4 -0.1 0.0 0.03
H -0.025785 2.391381 2.041421 -0.3 0.2 -0.1 0.03
H -0.238985 -1.354058 1.107781 -0.1 -1.4 0.5 -0.01
H 0.680872 -1.660052 -2.759354 0.5 0.0 -0.5 -0.06
H -2.376186 -1.136174 1.614981 0.0 -1.3 -0.1 0.00
H 3.022372 0.456600 -1.470120 -0.5 0.7 0.2 0.04
H -1.053156 2.133338 -1.032797 -0.4 0.2 -0.6 0.02
H 1.691440 1.507153 -1.328356 -0.1 0.5 -0.5 0.01
H -3.232474 0.180752 1.894919 -1.6 0.9 0.4 0.00
H -1.350876 0.504645 -1.559546 0.2 -0.3 -0.9 -0.01

---

No. 8
19
Properties=species:S:1:pos:R:3:forces:R:3:lowdin_charge:R:1 method="wB97M-V/def2-TZVPD" e_lumo_ha=0.0088 homo_ev=-10.93 charge=0 total_energy_ha=-438.7415 orbital_gap_ev=11.2 relative_energy_kcal_mol=25.6
O -0.447034 2.581563 -2.684902 -0.2 0.1 0.2 -0.06
O 0.968654 -3.552465 0.469508 -0.5 0.0 -0.1 -0.06
O 0.869431 -0.563878 -2.316481 0.0 0.1 0.1 -0.10
O 0.541869 -0.241067 4.409360 -0.1 -0.1 -0.1 -0.05
O 0.277657 1.925133 1.980286 -1.3 -0.5 0.5 -0.08
N -1.898267 0.003587 -1.821351 -0.8 -0.3 0.4 0.02
H 0.258414 1.940513 -2.833953 -0.1 -0.1 -0.1 0.03
H -0.660749 1.943130 1.710944 0.7 0.4 -0.4 0.04
H -2.645156 -0.489037 -2.309197 0.3 0.0 -0.3 0.04
H 0.146959 1.416837 2.801708 0.7 0.1 0.0 0.00
H 0.282886 -4.136202 0.817223 0.2 0.0 0.1 0.03
H 1.351464 -0.613025 -1.485943 0.1 0.1 0.0 0.03
H -0.883881 2.730403 -3.528496 0.2 -0.1 -0.1 0.04
H -0.057204 -0.373511 -2.066833 -0.1 -0.1 -0.1 -0.04
H 0.500590 -3.113178 -0.253120 0.3 0.1 0.0 0.03
H -2.047966 0.992259 -1.994104 0.2 0.1 -0.1 0.01
H -2.170730 -0.132355 -0.851188 0.3 0.1 0.2 0.03
H -0.097086 -0.960361 4.467917 0.0 0.1 0.0 0.04
H 1.321178 -0.651363 4.018147 0.0 0.1 0.0 0.05

---

No. 9
19
Properties=species:S:1:pos:R:3:forces:R:3:lowdin_charge:R:1 method="wB97M-V/def2-TZVPD" e_lumo_ha=0.0135 homo_ev=-11.01 charge=0 total_energy_ha=-438.7560 orbital_gap_ev=11.4 relative_energy_kcal_mol=16.5
O -0.011647 -2.745058 1.062865 0.4 0.0 0.4 -0.07
O 1.698600 -0.207043 1.775357 0.2 -0.4 0.1 -0.04
O 1.248863 3.427322 -0.399131 -0.2 0.0 0.0 -0.07
O -1.618132 0.491323 1.180100 0.3 0.0 0.0 -0.06
O 0.709554 0.582409 -0.975514 0.2 -0.8 0.2 -0.09
N -1.696930 -0.610665 -1.807246 0.1 -0.5 -0.4 0.03
H -2.139497 -0.733035 -2.713144 -0.1 0.3 0.0 0.04
H -0.118332 0.304380 -1.410237 -0.9 0.6 -0.4 -0.01
H 0.939039 2.537591 -0.617466 0.2 -0.1 0.0 -0.02
H -2.433971 -0.577508 -1.111244 0.1 0.1 0.1 0.03
H -1.223212 -1.500418 -1.667139 -0.1 0.0 0.3 0.04
H 0.285941 -3.507272 1.575527 -0.3 -0.2 -0.2 0.04
H 0.970383 -0.319106 -0.729325 0.6 0.3 0.2 0.04
H 0.496047 -2.038961 1.491940 0.0 0.3 -0.2 -0.01
H 2.646098 -0.390392 1.847101 -0.3 0.1 0.0 0.06
H 0.654932 4.004843 -0.888591 0.1 0.1 0.1 0.03
H -0.968549 1.016483 0.693774 -0.2 0.0 -0.1 0.01
H -1.046413 -0.101153 1.683374 -0.2 -0.1 0.1 0.02
H 1.607228 0.366260 1.008999 0.0 0.3 -0.1 0.01

---

No. 10
21
Properties=species:S:1:pos:R:3:forces:R:3:lowdin_charge:R:1 method="wB97M-V/def2-TZVPD" e_lumo_ha="0.0934 / 0.0915" homo_ev="0.87 / -7.31" charge=-1 spin_multiplicity=2 total_energy_ha=-857.9620 orbital_gap_ev="1.7 / 9.8" relative_energy_kcal_mol=21.5
S 4.382124 -2.033837 3.463277 0.1 0.0 0.1 0.45
O 1.930055 -3.263100 1.355953 0.2 -0.3 0.0 -0.10
O -0.149627 -1.248419 -1.677086 0.3 0.0 0.1 -0.16
O -0.509508 -0.405272 0.966878 0.6 -0.4 0.1 -0.13
O -2.727608 1.356219 -1.078612 0.3 0.0 -0.2 -0.24
O -2.458456 3.166671 -3.659926 -0.1 0.2 -0.2 -0.16
O -0.538805 2.522792 1.154885 -0.3 0.5 0.2 -0.16
H 4.351849 -0.694254 3.383199 -0.1 -0.1 0.0 -0.21
H -0.378009 -1.924977 -2.317813 -0.2 0.1 -0.1 0.01
H -3.082670 0.836854 -0.336855 -0.2 0.1 -0.2 -0.02
H -1.584945 3.492599 -3.903555 0.0 -0.1 0.1 0.00
H -2.335925 2.225885 -3.474876 0.1 -0.1 0.2 -0.02
H 0.104968 0.040000 1.562954 -0.2 0.2 0.0 0.01
H 2.796497 -3.381579 1.764295 -0.1 0.2 0.1 -0.05
H -0.929332 3.259095 0.657127 0.2 -0.3 0.0 0.01
H 1.687853 -4.159175 1.097454 -0.2 0.1 -0.1 0.02
H 4.982825 -2.144836 2.274980 0.1 0.0 -0.1 -0.22
H -1.313386 1.965659 1.326238 0.2 -0.2 -0.3 -0.01
H -3.414171 1.975043 -1.382525 -0.1 -0.2 0.3 -0.02
H -0.914934 -0.661553 -1.585175 -0.1 0.0 -0.1 0.00
H 0.101205 -0.923813 0.409182 -0.5 0.1 0.0 0.00

---

No. 11
21
Properties=species:S:1:pos:R:3:forces:R:3:lowdin_charge:R:1 method="wB97M-V/def2-TZVPD" e_lumo_ha=0.0140 homo_ev=-9.75 charge=0 total_energy_ha=-858.0109 orbital_gap_ev=10.1 relative_energy_kcal_mol=17.7
S -1.646740 4.204034 -1.166699 -0.3 -1.1 2.3 0.45
O 0.650237 -1.711062 -2.255093 -1.5 1.8 0.3 -0.10
O -0.998766 -2.414521 0.324936 0.0 1.8 0.4 -0.05
O -0.620081 0.361139 -0.938747 1.6 0.0 0.3 -0.06
O 0.091626 -0.673332 2.421786 0.7 1.3 0.5 -0.07
O 0.329447 2.010609 1.372650 -0.1 -0.1 0.3 -0.07
O 1.899778 -1.460854 0.468474 0.8 0.2 -1.2 -0.08
H -1.535868 0.599826 -0.945003 -0.6 0.4 0.5 0.05
H -1.947096 3.139108 -0.233856 0.6 1.8 -1.2 -0.15
H 1.790473 -1.352017 -0.514765 -0.1 -0.2 0.9 0.05
H -0.367068 -1.448945 2.108063 -0.1 -0.5 -0.3 0.01
H 0.065052 1.244965 1.898174 -0.2 -0.8 -0.1 0.00
H 2.866560 -1.493581 0.592438 -0.6 0.0 0.0 0.07
H -0.040166 -0.982322 -2.043875 1.4 -1.5 0.2 0.05
H 0.404921 2.656109 2.076956 0.2 0.6 -0.2 0.05
H 0.893077 -1.421656 -3.136655 0.4 -0.3 -0.3 0.04
H -0.333251 -1.697132 0.235675 -0.9 -0.4 -0.2 -0.01
H -0.472728 -3.159580 0.114873 0.7 -1.5 -0.4 0.02
H -1.909233 3.365855 -2.120375 -0.2 -0.6 -1.2 -0.28
H -0.096127 0.869148 -0.264355 -1.1 -0.2 -0.8 0.05
H 0.975952 -0.635790 2.005395 -0.7 -0.6 0.0 0.02

---

No. 12
21
Properties=species:S:1:pos:R:3:forces:R:3:lowdin_charge:R:1 method="wB97M-V/def2-TZVPD" e_lumo_ha=0.0019 homo_ev=-10.14 charge=0 total_energy_ha=-535.0741 orbital_gap_ev=10.2 relative_energy_kcal_mol=31.2
O -0.871407 -0.129352 2.861360 -0.1 -0.1 0.0 -0.03
O 3.055713 -2.138952 0.658655 -0.1 -0.1 0.1 -0.07
O 2.373045 0.029692 -1.220573 -0.1 0.0 -0.1 -0.06
O -1.399818 1.400538 -2.267220 0.0 0.0 0.0 -0.04
O -1.479596 4.240288 -1.456867 0.1 0.1 0.1 -0.07
O -0.129576 0.061394 0.118059 -0.2 0.0 -0.2 -0.06
O -0.130273 -3.816748 1.416474 0.1 0.0 0.0 -0.05
H 2.317834 -2.756064 0.683136 0.0 -0.1 0.1 0.01
H -0.596853 -2.983393 1.526702 0.0 0.1 0.0 0.02
H -0.476147 -0.052340 1.014867 0.2 0.1 0.2 0.00
H 2.730703 -1.388312 0.143689 0.2 0.1 -0.2 -0.02
H -1.649033 4.290262 -2.400872 0.0 0.0 0.0 0.03
H -0.793752 0.570248 -0.360684 0.0 0.0 -0.2 0.01
H -1.109546 3.358821 -1.334585 -0.1 0.0 -0.1 0.00
H 1.472592 0.111850 -0.867880 -0.1 0.0 0.2 -0.01
H 2.763451 0.901336 -1.117199 0.1 0.0 0.1 0.05
H -1.785880 -0.057691 3.149746 0.0 0.0 0.0 0.06
H -0.769778 -4.497317 1.640990 0.0 0.0 0.0 0.03
H -0.394465 0.542360 3.357913 0.1 0.0 0.0 0.06
H -2.294058 1.188942 -2.551016 -0.1 0.0 0.0 0.06
H -0.833156 1.124440 -2.994694 0.1 -0.1 0.0 0.07

---

No. 13
21
Properties=species:S:1:pos:R:3:forces:R:3:lowdin_charge:R:1 method="wB97M-V/def2-TZVPD" e_lumo_ha=0.0149 homo_ev=-10.13 charge=0 total_energy_ha=-535.0046 orbital_gap_ev=10.5 relative_energy_kcal_mol=74.8
O 1.202308 3.906697 0.059337 1.7 4.0 -0.1 -0.07
O 0.244420 -1.122391 -0.157171 -0.4 -0.1 -0.1 -0.05
O -3.923003 0.267672 -1.719707 0.2 0.1 -0.1 -0.06
O 0.522438 1.928601 0.205586 -1.5 -3.4 0.5 -0.09
O 4.285062 -0.525317 -0.055009 0.2 -0.1 0.0 -0.06
O 1.010129 -4.114963 -0.120838 0.0 -0.2 -0.2 -0.07
O -3.517139 -0.511239 1.776229 0.2 -0.1 0.1 -0.06
H 1.651756 -3.981262 -0.827541 -0.1 0.0 0.1 0.03
H -0.427395 1.832710 0.072875 0.0 -0.1 0.1 0.05
H -2.978694 0.131056 -1.583296 -0.1 -0.1 0.0 0.02
H 0.624417 -0.236884 -0.178814 0.2 0.2 0.2 0.01
H -3.895673 -1.391883 1.877066 0.0 0.1 -0.1 0.04
H -0.670469 -0.978518 0.109789 0.1 0.0 0.1 0.03
H 0.597369 2.620063 0.872861 -0.3 -0.7 -0.5 0.02
H 0.359518 -3.417541 -0.259756 0.2 0.2 0.1 0.00
H 4.781410 -0.845079 0.706819 -0.1 0.0 0.0 0.03
H 4.744523 -0.907209 -0.811345 -0.1 0.0 0.0 0.03
H 1.898453 3.948731 0.724623 0.2 0.4 -0.1 0.07
H 1.666180 4.043250 -0.774429 -0.1 -0.1 0.0 0.07
H -3.965506 0.945071 -2.404042 -0.1 -0.1 0.0 0.03
H -2.979614 -0.394987 2.567774 0.0 0.0 0.0 0.03